Below is C33H22Cl2N6O5Pd as an isolated structure, with properties calculated with ωB97M-V/def2-TZVPD.

Calculated values
Charge: 0
Frontier orbital gap in eV: 4.40
LUMO level in eV: -3.1

Each line ends with the Mulliken charge.
Geometry (Å):
Pd: -0.347 -0.278 1.136  0.958
C: -4.078 -2.006 0.720  -0.402
O: -3.574 -3.355 0.660  -0.512
C: -2.474 -3.522 -0.107  0.694
C: -2.472 -4.374 -1.155  -0.584
C: -1.305 -4.586 -1.981  -0.380
C: -0.169 -3.916 -1.756  -1.313
C: -0.089 -2.948 -0.675  0.700
C: 1.056 -2.262 -0.531  -0.340
N: 1.277 -1.220 0.401  1.009
N: 2.459 -0.881 0.520  -1.025
C: 2.663 0.140 1.548  0.458
O: 2.206 -0.055 2.638  -0.427
C: 3.462 1.295 1.111  0.506
C: 4.029 1.366 -0.160  -0.187
C: 4.734 2.498 -0.531  -0.760
C: 4.871 3.552 0.361  -0.399
C: 4.303 3.483 1.629  -0.602
C: 3.598 2.356 2.006  -0.390
C: -1.275 -2.789 0.221  0.819
O: -1.250 -2.091 1.254  -0.948
H: -5.131 -2.094 0.971  0.342
H: -3.978 -1.518 -0.252  0.099
H: -3.555 -1.428 1.482  0.131
H: -3.394 -4.883 -1.402  0.412
H: -1.390 -5.267 -2.816  0.371
H: 0.694 -4.033 -2.397  0.390
H: 1.916 -2.474 -1.156  0.435
H: 3.925 0.539 -0.850  0.463
H: 5.178 2.558 -1.516  0.411
H: 5.423 4.435 0.067  0.405
H: 4.408 4.311 2.317  0.446
H: 3.133 2.282 2.979  0.353
N: -1.197 -0.429 -1.527  -0.331
C: -2.112 -0.637 -2.210  0.226
C: -3.215 -0.885 -3.028  0.094
C: -3.543 -2.234 -3.280  0.289
N: -3.781 -3.358 -3.421  -0.594
C: -3.949 0.186 -3.587  0.056
N: -4.538 1.068 -4.043  -0.540
Cl: -4.611 2.540 4.000  -0.222
C: -3.095 1.723 4.244  0.833
C: -3.089 0.347 4.335  -0.706
C: -1.885 -0.325 4.484  -0.357
C: -0.709 0.399 4.582  -0.877
C: -0.736 1.783 4.519  1.038
Cl: 0.757 2.630 4.788  -0.168
C: -1.926 2.494 4.307  -0.950
N: -1.984 3.873 4.185  -0.012
C: -1.060 4.640 3.428  -0.359
C: -0.375 5.690 4.030  -0.489
C: 0.562 6.415 3.317  -0.537
C: 0.835 6.081 1.996  -0.712
C: 0.124 5.062 1.385  -0.649
C: -0.851 4.351 2.079  0.785
C: -1.711 3.345 1.348  -1.144
C: -1.166 1.953 1.300  1.387
O: -1.900 0.948 1.557  -0.724
O: 0.043 1.707 0.981  -0.763
H: -4.025 -0.190 4.265  0.434
H: -1.865 -1.405 4.537  0.395
H: 0.242 -0.093 4.730  0.420
H: -2.848 4.312 4.457  0.312
H: -0.560 5.896 5.076  0.464
H: 1.095 7.226 3.797  0.399
H: 1.582 6.630 1.437  0.437
H: 0.303 4.827 0.343  0.419
H: -1.813 3.669 0.309  0.724
H: -2.712 3.284 1.777  0.289

Atomic forces in eV per Å
Pd -0.1 -0.2 -0.1
C 0.0 0.0 0.0
O 0.0 0.0 0.0
C 0.1 -0.1 0.0
C -0.1 0.0 0.1
C 0.1 0.0 0.0
C 0.0 0.0 0.0
C 0.0 0.0 0.0
C 0.1 -0.1 0.1
N -0.1 0.1 -0.1
N 0.0 -0.1 -0.1
C 0.1 0.2 -0.1
O 0.1 0.0 0.2
C 0.0 0.0 0.0
C 0.0 -0.1 0.0
C 0.0 0.0 0.0
C 0.0 0.0 0.0
C 0.0 0.0 0.0
C 0.0 0.0 0.0
C 0.1 -0.1 0.0
O -0.1 0.2 0.0
H 0.0 0.0 0.0
H 0.0 0.0 0.0
H 0.0 0.0 0.0
H 0.0 0.0 0.0
H 0.0 0.0 0.0
H 0.0 0.0 0.0
H 0.0 0.0 0.0
H 0.0 0.0 0.0
H 0.0 0.0 0.0
H 0.0 0.0 0.0
H 0.0 0.0 0.0
H 0.0 0.0 0.0
N 0.1 0.0 0.0
C -0.1 0.2 -0.1
C 0.0 -0.2 0.0
C -0.1 0.1 0.0
N 0.0 0.0 -0.1
C 0.0 0.0 0.0
N 0.0 0.0 0.0
Cl 0.0 0.0 0.0
C 0.0 0.0 0.0
C 0.0 0.0 0.0
C 0.0 0.0 0.0
C 0.0 0.0 0.0
C 0.0 0.0 0.0
Cl 0.0 0.0 0.0
C -0.1 0.0 -0.1
N 0.2 0.1 0.3
C -0.1 0.0 -0.1
C 0.0 0.0 0.0
C 0.0 0.0 0.0
C 0.0 0.0 0.0
C 0.0 0.0 0.0
C 0.1 0.0 -0.1
C 0.0 0.0 0.0
C 0.0 -0.1 0.1
O 0.1 0.1 -0.1
O 0.2 0.1 0.1
H 0.0 0.0 0.0
H 0.0 0.0 0.0
H 0.0 0.0 0.0
H 0.0 0.0 -0.1
H 0.0 0.0 0.0
H 0.0 0.0 0.0
H 0.0 0.0 0.0
H 0.0 0.0 0.0
H 0.0 0.0 0.0
H 0.0 0.0 0.0

***

Below is C32H90AsF9N12O24 as an isolated structure at a distorted geometry, with properties calculated with ωB97M-V/def2-TZVPD.

Calculated values
Charge: 0
Frontier orbital gap in eV: 1.05
LUMO level in eV: -2.9

Each line ends with the Mulliken charge.
Geometry (Å):
C: 4.899 5.037 -7.425  -1.389
C: 6.320 4.412 -7.148  0.571
C: 7.250 4.661 -8.285  -0.978
O: 6.811 4.044 -9.513  -0.339
C: 7.437 2.752 -9.670  -0.814
N: 6.802 5.297 -5.954  -0.438
H: 6.219 5.372 -5.133  0.361
H: 7.680 5.170 -5.472  0.365
H: 6.896 6.284 -6.142  0.375
H: 4.311 4.530 -8.190  0.379
H: 4.724 5.957 -7.983  0.378
H: 4.292 4.911 -6.528  0.436
H: 6.311 3.371 -6.825  0.270
H: 8.324 4.584 -8.115  0.462
H: 7.344 5.687 -8.640  0.409
H: 8.477 2.672 -9.988  0.318
H: 6.909 2.116 -10.380  0.319
H: 7.394 2.062 -8.828  0.313
C: 6.526 -7.556 -2.833  -1.463
C: 5.096 -7.062 -2.814  0.134
C: 4.760 -6.339 -1.451  -0.673
O: 3.471 -5.622 -1.587  -0.322
C: 2.229 -6.406 -1.705  -0.671
N: 4.908 -5.994 -3.963  -0.278
H: 5.671 -5.961 -4.624  0.352
H: 3.986 -5.890 -4.362  0.339
H: 4.916 -5.106 -3.483  0.377
H: 6.704 -8.101 -3.760  0.391
H: 6.719 -8.246 -2.012  0.381
H: 7.162 -6.671 -2.839  0.464
H: 4.346 -7.828 -3.013  0.338
H: 5.537 -5.604 -1.237  0.415
H: 4.623 -7.083 -0.667  0.403
H: 2.227 -6.787 -2.727  0.244
H: 1.344 -5.771 -1.658  0.257
H: 2.123 -7.234 -1.005  0.309
C: 12.599 2.739 8.983  -1.446
C: 11.993 2.011 7.774  0.188
C: 10.676 1.294 8.198  -0.664
O: 10.314 0.517 7.092  -0.325
C: 9.566 -0.644 7.393  -0.797
N: 11.722 2.920 6.605  -0.229
H: 12.503 3.441 6.233  0.347
H: 11.278 2.404 5.859  0.356
H: 11.016 3.553 6.952  0.381
H: 13.392 3.452 8.755  0.418
H: 12.951 2.109 9.800  0.366
H: 11.955 3.533 9.358  0.398
H: 12.722 1.278 7.430  0.244
H: 9.895 1.948 8.583  0.427
H: 10.927 0.610 9.009  0.407
H: 8.555 -0.388 7.711  0.334
H: 10.069 -1.334 8.072  0.310
H: 9.274 -1.220 6.515  0.286
C: -3.603 -11.570 -2.664  -1.445
C: -5.071 -11.259 -2.617  0.358
C: -5.496 -10.219 -1.623  -0.843
O: -4.964 -8.950 -1.908  -0.339
C: -5.737 -7.824 -1.470  -0.774
N: -5.571 -11.025 -3.972  -0.253
H: -5.156 -10.147 -4.250  0.349
H: -5.237 -11.637 -4.702  0.332
H: -6.580 -10.981 -3.965  0.358
H: -3.269 -12.247 -1.877  0.352
H: -3.045 -10.636 -2.597  0.350
H: -3.328 -12.137 -3.553  0.441
H: -5.578 -12.198 -2.395  0.293
H: -5.112 -10.352 -0.611  0.399
H: -6.575 -10.231 -1.466  0.509
H: -6.579 -7.728 -2.156  0.329
H: -5.183 -6.887 -1.523  0.248
H: -6.234 -7.995 -0.515  0.336
C: -8.632 2.270 8.686  -1.335
C: -8.204 0.762 8.310  0.082
C: -8.173 0.562 6.750  -0.551
O: -7.903 -0.797 6.468  -0.346
C: -8.992 -1.724 6.698  -0.697
N: -6.812 0.574 8.981  -0.296
H: -6.683 0.832 9.949  0.347
H: -6.511 -0.390 8.992  0.352
H: -6.178 1.088 8.387  0.373
H: -8.104 3.118 8.249  0.375
H: -8.571 2.450 9.760  0.411
H: -9.653 2.447 8.350  0.376
H: -8.794 -0.057 8.722  0.244
H: -7.443 1.251 6.325  0.397
H: -9.141 0.836 6.332  0.373
H: -9.198 -1.849 7.761  0.324
H: -8.492 -2.656 6.433  0.255
H: -9.842 -1.518 6.047  0.317
C: 2.929 0.776 2.648  -1.395
C: 1.997 0.268 1.546  0.199
C: 0.472 0.366 1.829  -0.806
O: -0.335 0.215 0.591  -0.355
C: -1.606 0.681 0.782  -0.727
N: 2.256 1.041 0.303  -0.238
H: 1.482 0.708 -0.255  0.387
H: 2.191 2.046 0.381  0.357
H: 3.116 0.816 -0.176  0.349
H: 2.600 0.262 3.551  0.361
H: 2.893 1.860 2.758  0.417
H: 3.959 0.445 2.514  0.407
H: 2.337 -0.759 1.417  0.239
H: 0.308 1.340 2.289  0.454
H: 0.056 -0.339 2.548  0.474
H: -1.597 1.712 1.137  0.339
H: -2.071 0.033 1.524  0.289
H: -2.107 0.592 -0.182  0.250
C: -4.327 6.692 -3.359  -1.314
C: -5.642 5.845 -3.749  0.275
C: -7.027 6.473 -3.805  -0.803
O: -7.267 7.212 -5.026  -0.349
C: -8.443 6.697 -5.663  -0.721
N: -5.442 5.054 -5.075  -0.296
H: -5.504 5.608 -5.917  0.335
H: -4.451 4.871 -5.146  0.342
H: -6.057 4.255 -5.143  0.355
H: -4.250 7.589 -3.974  0.362
H: -3.422 6.089 -3.437  0.439
H: -4.309 7.028 -2.322  0.367
H: -5.741 5.082 -2.977  0.243
H: -6.967 7.342 -3.148  0.271
H: -7.832 5.844 -3.425  0.581
H: -8.313 5.783 -6.242  0.294
H: -8.743 7.512 -6.323  0.266
H: -9.262 6.512 -4.968  0.353
N: 8.900 -0.879 -3.109  1.097
O: 9.315 -1.751 -2.375  -0.697
O: 9.680 -0.172 -3.676  -0.670
O: 7.724 -0.866 -3.256  -0.729
N: 0.103 -0.204 -5.608  1.022
O: 0.497 0.863 -5.153  -0.681
O: -0.829 -0.133 -6.341  -0.651
O: 0.592 -1.289 -5.307  -0.689
N: 6.285 8.040 6.193  1.022
O: 5.981 9.020 5.551  -0.644
O: 5.351 7.315 6.374  -0.667
O: 7.402 7.699 6.574  -0.711
N: 2.144 8.429 -0.622  1.010
O: 1.850 8.596 0.559  -0.646
O: 2.550 7.325 -0.923  -0.681
O: 2.019 9.308 -1.460  -0.683
N: 10.359 4.134 0.035  1.048
O: 11.245 3.440 0.569  -0.708
O: 10.668 4.935 -0.795  -0.671
O: 9.200 4.019 0.290  -0.669
As: 0.550 -3.773 9.884  1.947
F: -1.237 -3.942 9.562  -0.531
F: 0.445 -2.161 9.177  -0.476
F: 2.342 -3.639 10.305  -0.520
F: 0.310 -5.428 10.520  -0.483
F: 0.855 -4.413 8.262  -0.481
F: 0.350 -3.093 11.475  -0.457
C: -11.082 0.242 -3.327  -0.215
O: -11.813 1.347 -3.892  -0.237
O: -9.884 0.287 -4.139  -0.889
C: -10.978 0.345 -1.791  0.843
F: -10.241 1.346 -1.364  -0.276
F: -12.136 0.422 -1.142  -0.275
F: -10.318 -0.768 -1.204  -0.319
C: -13.278 1.303 -3.936  -0.252
C: -13.616 1.799 -5.396  -1.080
H: -13.644 1.009 -6.146  0.300
H: -14.458 2.492 -5.420  0.332
H: -12.704 2.361 -5.595  0.283
H: -13.569 2.175 -3.349  0.243
H: -13.731 0.349 -3.668  0.340
H: -11.589 -0.700 -3.539  0.202

Atomic forces in eV per Å
C -0.6 -1.8 -0.4
C -1.4 2.4 0.2
C 1.2 1.2 -2.6
O 1.3 -1.6 1.2
C -0.6 -1.5 -0.4
N 0.6 0.5 0.8
H -1.3 -0.8 0.2
H 1.1 -1.3 -0.3
H -0.3 0.6 -1.3
H 0.4 -1.4 0.2
H 1.3 1.0 1.0
H -0.1 0.5 0.0
H -0.2 0.2 0.2
H 0.1 -1.4 0.5
H -1.1 0.8 0.7
H 0.2 1.1 0.0
H -0.4 0.7 -0.5
H -0.2 0.6 0.9
C -0.5 0.1 -0.9
C -0.6 0.7 0.6
C -2.5 -0.2 -1.7
O 0.3 -0.4 0.4
C 1.4 0.2 -0.9
N 0.1 0.2 2.0
H 0.1 -0.3 -0.6
H -0.4 -0.9 -0.7
H 0.5 0.9 0.5
H 0.1 -0.1 0.0
H 0.1 0.3 0.1
H 0.4 -0.2 0.4
H 0.2 0.0 -0.1
H -0.2 0.1 0.2
H 0.5 -0.1 0.0
H -0.2 -0.5 -0.1
H 0.5 0.4 0.4
H 0.3 0.1 0.2
C -0.1 1.8 -0.4
C 0.4 -0.5 1.5
C 1.3 -0.7 -0.6
O -0.2 -0.1 -0.7
C -1.3 -0.3 -0.3
N -0.7 -0.3 1.1
H 0.4 0.2 0.0
H -0.2 -0.5 -0.6
H -0.3 0.9 -0.2
H 0.8 -0.7 -0.6
H -0.3 -0.2 -0.3
H -0.9 -0.6 0.5
H -0.3 -0.2 -0.1
H -0.1 0.4 -0.3
H 0.3 0.1 0.4
H 0.1 0.3 0.9
H 0.1 0.3 0.3
H 0.9 0.3 -0.5
C 0.9 0.2 -0.1
C 0.3 -2.7 1.2
C -0.1 1.3 1.4
O 0.4 0.6 -1.2
C -1.2 -0.4 -0.7
N 0.3 1.7 -0.7
H -0.4 1.1 -0.3
H 0.0 -1.0 0.1
H -0.4 0.2 -0.4
H -0.3 0.3 0.4
H 0.3 -0.2 -0.2
H 0.0 0.3 -0.3
H -0.1 0.0 0.7
H 0.1 -1.4 0.0
H -0.4 0.3 -0.5
H -0.1 0.2 -0.3
H 0.3 -0.5 0.2
H 0.6 0.0 0.4
C -0.5 -1.4 0.0
C -0.1 2.3 0.1
C 0.0 -0.8 1.6
O 0.1 0.6 0.0
C 1.7 -0.2 -0.3
N -0.4 -0.6 -1.4
H -0.5 0.8 0.4
H 0.1 -0.7 -0.6
H 0.7 0.3 0.1
H 0.7 -0.6 -0.5
H -0.2 -0.3 0.1
H -0.1 -0.3 0.3
H -0.4 0.6 0.3
H 0.3 -0.4 -0.3
H -0.2 0.2 0.3
H -0.5 0.4 0.0
H -0.5 -0.2 -0.3
H -0.1 0.0 0.3
C -0.8 -0.3 0.4
C 0.5 -0.2 1.2
C -0.5 0.1 -0.9
O 4.1 -0.1 1.1
C -1.3 0.1 0.1
N -0.6 -1.0 -0.5
H -0.6 0.3 -1.2
H -0.1 0.6 0.3
H 0.5 -0.1 0.0
H 0.0 0.4 0.3
H 0.0 0.0 0.2
H 0.0 0.2 -0.4
H -0.4 0.0 -0.8
H -0.2 0.4 -0.3
H 0.6 -0.4 0.1
H -0.2 0.2 0.0
H -0.6 0.1 0.1
H -0.2 0.1 0.2
C -1.4 -0.3 -1.0
C 0.7 -0.3 0.5
C 1.1 3.1 0.2
O -0.5 -2.3 0.2
C -0.3 1.1 -0.6
N 1.1 1.3 0.8
H -1.1 0.9 -0.2
H 0.5 -1.3 0.4
H 0.1 -0.6 0.0
H 0.1 -0.1 -0.1
H -0.1 -0.2 -0.3
H -0.6 -0.2 0.0
H 0.3 -0.3 -0.2
H 0.0 -0.4 1.0
H 0.0 -0.3 -0.7
H 0.4 -0.1 0.0
H -0.2 -0.3 -0.2
H 0.1 0.1 0.2
N 1.7 -2.0 0.9
O 2.2 -2.8 2.7
O 1.7 2.9 -2.1
O -5.9 1.6 -1.7
N 0.5 0.7 1.0
O 2.0 1.5 1.7
O -3.7 -0.8 -3.3
O 1.2 -1.5 0.7
N -0.8 -0.4 -0.9
O 1.9 3.9 -1.4
O -3.2 -4.2 2.0
O 2.2 0.6 0.4
N -0.4 -0.2 1.4
O -0.7 1.2 1.4
O 1.2 -2.7 -1.7
O -0.2 1.6 -1.3
N 1.7 -1.0 0.3
O 0.6 -0.8 1.1
O 1.8 3.1 -3.2
O -4.1 -1.2 1.8
As -0.4 -0.6 0.1
F 1.2 0.7 0.3
F 0.4 -0.7 0.4
F -2.1 -0.5 -1.2
F 1.1 1.1 -0.3
F 0.3 0.3 1.0
F -0.6 -0.2 -0.4
C 3.4 0.4 -4.2
O -2.0 -0.6 1.2
O -2.2 -0.6 3.5
C 2.0 -1.3 0.2
F 0.5 1.4 0.1
F -1.0 0.0 0.0
F -1.0 0.5 -1.0
C 1.2 1.7 -1.6
C 1.0 -0.4 1.0
H -0.4 0.0 0.1
H -0.2 -0.3 -0.1
H -0.2 0.3 -0.4
H -0.6 -0.6 0.8
H 0.2 0.1 0.3
H -0.6 -0.3 0.2

***

Values of energy, in order: -82277.045 -186916.001, all in eV.